[1]
The following is a quantum chemistry calculation of a molecular structure, C36H71NNbOS at a distorted geometry, from the Open Molecules 2025 dataset.

Geometry as ORCA input:
```
! wB97M-V def2-TZVPD RIJCOSX def2/J DEFGRID3
* xyz -1 1
C 6.3768 -3.1184 4.6094
C 7.2824 -3.2317 3.3594
C 6.4655 -2.8965 2.0764
C 5.8255 -4.1818 1.5063
C 4.3476 -4.0469 1.0416
C 4.1112 -4.3359 -0.4518
C 4.1596 -3.1506 -1.4441
C 3.5487 -1.8295 -0.9707
C 4.4411 -0.8629 -0.1726
C 5.9159 -0.7812 -0.5974
C 6.0617 0.2321 -1.7663
C 6.3216 1.6373 -1.1886
C 5.6500 2.7616 -1.9944
C 5.6718 4.0673 -1.1610
C 4.3503 4.8481 -1.2320
C 3.2255 4.0504 -0.5638
C 1.9848 4.8945 -0.1869
C 0.6671 4.3048 -0.7913
Nb -0.5764 2.9544 0.5557
S 1.3561 1.3513 0.8605
C -1.3196 1.6585 -1.2017
C -1.6308 2.3799 -2.4575
O -2.6571 2.1912 -3.1157
C -2.4845 4.1335 0.3892
C -3.8035 3.3693 0.1651
C -4.1381 2.3059 1.2133
C -5.5839 1.7893 1.0706
C -6.5871 2.3136 2.1149
C -7.5712 1.1773 2.4714
C -8.4095 0.7328 1.2626
C -8.4884 -0.8034 1.0613
C -8.3359 -1.2379 -0.4116
C -7.3188 -2.3676 -0.6088
C -5.8608 -1.8227 -0.4500
C -5.0608 -1.8735 -1.7570
N -4.5111 -3.2157 -1.9754
C -5.0850 -4.4339 -1.8160
C -4.1673 -5.3718 -2.1102
C -2.9745 -4.7023 -2.4691
C -3.2266 -3.3883 -2.3746
H 5.3536 -2.8245 4.3784
H 6.7716 -2.3923 5.3170
H 6.3085 -4.0843 5.1109
H 7.6979 -4.2299 3.2503
H 8.0843 -2.5003 3.4595
H 7.1653 -2.5148 1.3359
H 5.7320 -2.1514 2.3666
H 6.4383 -4.6191 0.7185
H 5.8449 -4.9139 2.3169
H 3.8180 -4.8340 1.5829
H 3.9150 -3.1122 1.3889
H 3.1764 -4.8860 -0.5562
H 4.8937 -5.0333 -0.7626
H 5.1637 -3.0414 -1.8503
H 3.5584 -3.4684 -2.3010
H 3.1462 -1.2904 -1.8287
H 2.6793 -2.0607 -0.3507
H 4.3886 -1.0120 0.9041
H 4.0293 0.1363 -0.3233
H 6.3911 -1.7423 -0.7887
H 6.4514 -0.3489 0.2502
H 5.1102 0.2308 -2.3029
H 6.8352 -0.0497 -2.4825
H 7.4069 1.7516 -1.1488
H 5.9205 1.7006 -0.1785
H 4.6231 2.4704 -2.1965
H 6.2399 2.9573 -2.8900
H 5.8687 3.8556 -0.1094
H 6.4852 4.7091 -1.5138
H 4.1128 5.0925 -2.2710
H 4.4579 5.7931 -0.6924
H 2.8913 3.2506 -1.2258
H 3.5957 3.5597 0.3366
H 1.8854 4.8640 0.8956
H 2.0993 5.9417 -0.4792
H 0.0171 5.1471 -1.0627
H 0.9197 3.7858 -1.7236
H -1.3898 1.9178 1.8441
H 0.0027 3.9991 1.9494
H 1.2862 0.9347 2.1346
H -0.5422 0.9218 -1.4315
H -2.2049 1.1056 -0.8755
H -0.9432 3.1631 -2.8385
H -2.3406 4.8080 -0.4618
H -2.5683 4.7383 1.2977
H -4.6267 4.0981 0.1861
H -3.8085 2.8868 -0.8140
H -3.4691 1.4678 1.0389
H -3.9758 2.7143 2.2116
H -5.9108 1.9919 0.0476
H -5.5550 0.7045 1.1846
H -7.1718 3.1563 1.7429
H -6.0390 2.5861 3.0167
H -8.1859 1.5107 3.3095
H -6.9499 0.3513 2.8254
H -8.0442 1.1984 0.3506
H -9.4319 1.0857 1.4082
H -9.4773 -1.1347 1.3792
H -7.7601 -1.2951 1.7058
H -9.2960 -1.5733 -0.8086
H -7.9999 -0.4034 -1.0294
H -7.5035 -3.2056 0.0634
H -7.3905 -2.7171 -1.6399
H -5.9683 -0.7721 -0.1858
H -5.3213 -2.3464 0.3355
H -4.1973 -1.2371 -1.5892
H -5.6683 -1.5284 -2.5918
H -6.0917 -4.5940 -1.4847
H -4.3181 -6.4362 -2.0519
H -2.0399 -5.1588 -2.7361
H -2.5484 -2.5750 -2.5562
*
```

Results
* frontier orbital gap: 7.239 eV
* HOMO: -4.85 eV
* DFT total energy: -54402.8096 eV

***

[2]
The following is a quantum chemistry calculation of a molecular structure, C25H46AuN3OP2Se at a distorted geometry, from the Open Molecules 2025 dataset.

Geometry as ORCA input:
```
! wB97M-V def2-TZVPD RIJCOSX def2/J DEFGRID3
* xyz 2 3
Au 0.1220 0.0533 0.0522
P 0.7935 -0.7203 -2.1397
P -1.1123 0.4962 2.0752
N -1.7952 -1.0730 -0.5060
C -0.7011 -1.6116 -2.6719
H -0.8909 -1.4530 -3.7430
H -0.5526 -2.6905 -2.5194
C -2.0104 -1.2594 -1.9479
H -2.4462 -0.2769 -2.3218
H -2.7850 -2.0781 -2.0393
C -2.9912 -0.6194 0.2479
H -3.7541 -1.4350 0.1267
H -3.3580 0.3018 -0.3001
C -2.6960 -0.3317 1.7243
H -2.7036 -1.3067 2.2302
H -3.5394 0.2740 2.1031
C -1.5812 2.2360 2.4335
C -0.3436 3.1656 2.4626
H -0.6993 4.2132 2.4550
H 0.3026 3.0239 1.5753
H 0.2687 3.0105 3.3724
C -0.5245 -0.2746 3.6077
C 0.6453 0.5171 4.2713
H 1.1046 -0.1069 5.0726
H 0.2524 1.4328 4.7611
H 1.4262 0.8071 3.5295
C 2.1317 -2.0155 -2.1599
C 3.5208 -1.3662 -2.0452
H 4.2397 -2.1746 -1.8332
H 3.5756 -0.6466 -1.2053
H 3.8265 -0.8758 -2.9859
C 1.0911 0.5077 -3.4567
C 2.1310 1.5672 -3.0156
H 2.1828 2.3458 -3.7975
H 3.1390 1.1277 -2.8926
H 1.8436 2.0580 -2.0704
C -0.7211 1.5149 -0.7526
O -1.4632 2.2057 -1.3149
C -1.5797 -0.6690 4.6494
H -2.0455 0.2188 5.0844
H -2.3655 -1.2926 4.2203
H -1.1028 -1.2277 5.4684
C 2.0555 -3.0113 -3.3007
H 2.8127 -3.7725 -3.1132
H 1.0972 -3.5181 -3.3708
H 2.2723 -2.5531 -4.2641
C 1.4535 -0.0872 -4.8220
H 1.4019 0.7222 -5.5622
H 2.4719 -0.4990 -4.8488
H 0.7467 -0.8606 -5.1352
C -2.4421 2.4406 3.6872
H -1.8774 2.3114 4.6224
H -2.8264 3.4700 3.6663
H -3.3117 1.7781 3.6999
H -2.1897 2.5199 1.5545
H 0.1183 1.0224 -3.5576
H -0.0525 -1.2132 3.2762
H 1.9365 -2.5470 -1.2149
H -0.9376 -1.7012 0.0648
H 0.2190 -1.4551 0.4831
C 5.7621 0.8428 1.3126
N 4.8200 1.8831 0.9138
C 3.4615 1.7980 0.7999
Se 2.5353 0.2257 1.1186
N 3.0038 3.0780 0.4950
C 4.1037 3.9657 0.4843
C 4.1619 5.3492 0.4289
C 5.3848 5.9909 0.6259
C 6.5176 5.2094 0.8925
C 6.4614 3.8029 0.9362
C 5.2317 3.1959 0.6793
H 5.2064 -0.0974 1.3378
H 6.1021 1.0673 2.3292
H 6.5883 0.7785 0.5907
H 2.0271 3.3254 0.3391
H 3.2345 5.9073 0.2565
H 5.4519 7.0916 0.6362
H 7.4452 5.7077 1.0631
H 7.3392 3.2205 1.1353
*
```

Results
* frontier orbital gap (spin up / spin down): 6.212 / 6.024 eV
* HOMO (spin up / spin down): -11.65 / -13.44 eV
* DFT total energy: -120788.2698 eV